Record 1
16
Properties=species:S:1:pos:R:3:mulliken_charge:R:1 method="wB97M-V/def2-TZVPD" molar_mass_da=317.0 spin_multiplicity=7 s_squared=12.64 lumo_ha="-0.39031 / -0.37407" charge=+2
O -2.665 -5.415 0.194 -0.106
C -2.105 -4.419 0.220 0.106
Tb 0.180 0.027 0.348 1.159
C 0.702 2.084 -0.725 0.336
O 0.669 2.962 -1.473 -0.101
C -0.882 0.308 -1.675 0.277
O -1.429 0.653 -2.651 -0.221
C -1.767 1.565 0.229 0.217
O -2.500 2.436 0.056 -0.052
C 1.592 -0.165 -1.653 0.288
O 2.242 0.003 -2.605 -0.072
H -0.885 -0.810 -1.064 -0.007
N 1.544 0.102 2.490 -0.803
H 2.353 -0.514 2.622 0.300
H 1.035 0.154 3.376 0.305
H 1.916 1.028 2.310 0.373

---

Record 2
75
Properties=species:S:1:pos:R:3:mulliken_charge:R:1 method="wB97M-V/def2-TZVPD" molar_mass_da=677.7 spin_multiplicity=5 s_squared=6.01 lumo_ha="-0.18495 / -0.19571" charge=+2
Fe -1.443 -2.624 1.604 0.415
C 7.141 -1.900 1.740 -1.469
C 5.657 -1.798 1.552 0.844
C 4.921 -0.801 2.184 -0.978
C 3.550 -0.705 1.998 -0.168
C 2.916 -1.615 1.162 0.518
C 3.631 -2.624 0.517 -0.532
C 4.990 -2.709 0.723 -0.828
S 1.200 -1.347 0.945 1.155
O 0.464 -2.679 1.280 -0.868
C 1.003 -1.253 -0.817 0.997
C 0.958 -2.434 -1.593 -1.175
C 0.803 -2.325 -2.941 -1.281
C 0.669 -1.056 -3.564 0.777
C 0.468 -0.942 -4.960 -1.066
C 0.281 0.282 -5.535 -0.671
C 0.293 1.451 -4.745 -0.996
C 0.496 1.375 -3.396 -0.911
C 0.690 0.118 -2.773 0.984
C 0.848 -0.006 -1.363 0.320
C 0.725 1.179 -0.468 -0.106
C 1.842 2.026 -0.228 0.749
C 3.078 1.839 -0.900 -0.867
C 4.136 2.657 -0.630 -0.937
C 4.018 3.692 0.324 -0.692
C 2.843 3.889 0.990 -1.042
C 1.726 3.060 0.733 0.842
C 0.502 3.233 1.431 -1.431
C -0.565 2.423 1.189 -0.828
C -0.444 1.394 0.227 1.219
S -1.782 0.278 -0.120 0.786
O -1.808 -0.731 1.053 -0.246
C -3.202 1.291 0.159 0.203
C -3.816 1.362 1.401 -0.269
C -4.936 2.165 1.551 -1.076
C -5.449 2.894 0.478 0.880
C -6.677 3.740 0.638 -1.513
C -4.809 2.800 -0.758 -0.879
C -3.694 1.998 -0.929 -0.438
H 7.480 -1.298 2.580 0.382
H 7.660 -1.552 0.844 0.310
H 7.442 -2.933 1.908 0.391
H 5.422 -0.095 2.833 0.372
H 2.980 0.071 2.495 0.456
H 3.131 -3.333 -0.128 0.359
H 5.555 -3.493 0.235 0.433
H 1.043 -3.400 -1.115 0.655
H 0.778 -3.213 -3.559 0.448
H 0.461 -1.841 -5.562 0.461
H 0.122 0.361 -6.602 0.435
H 0.147 2.414 -5.216 0.466
H 0.522 2.277 -2.797 0.568
H 3.172 1.045 -1.630 0.568
H 5.073 2.518 -1.152 0.479
H 4.868 4.330 0.525 0.455
H 2.751 4.679 1.724 0.477
H 0.426 4.029 2.160 0.467
H -1.496 2.571 1.716 0.524
H -3.408 0.817 2.243 0.642
H -5.415 2.239 2.519 0.392
H -6.826 4.032 1.676 0.375
H -7.563 3.187 0.318 0.302
H -6.617 4.641 0.030 0.402
H -5.196 3.359 -1.601 0.410
H -3.210 1.930 -1.897 0.550
N -3.444 -2.489 2.513 -0.334
N -4.238 -3.614 2.253 -0.285
C -3.761 -4.670 1.561 0.936
N -4.612 -5.662 1.335 -0.392
S -2.155 -4.797 1.025 -0.384
H -3.430 -2.308 3.514 0.245
H -3.833 -1.674 2.037 0.320
H -5.200 -3.586 2.561 0.253
H -5.569 -5.653 1.650 0.212
H -4.287 -6.481 0.844 0.227

---

Record 3
90
Properties=species:S:1:pos:R:3:mulliken_charge:R:1 method="wB97M-V/def2-TZVPD" molar_mass_da=993.2 lumo_ha=-0.10436 e_above_lowest_kcal_mol=13.0 charge=+1
Bi -0.233 0.365 -1.348 1.083
C -0.057 4.210 -0.956 -1.371
Si -0.285 2.676 0.102 0.514
C -1.909 2.627 1.011 0.792
C -2.504 3.850 1.297 -0.954
C -3.492 3.925 2.257 -0.792
C -3.960 2.751 2.825 -0.888
C -3.567 1.527 2.373 -0.571
C -2.499 1.481 1.485 0.005
P -1.704 -0.120 0.945 0.861
C -0.955 -0.843 2.451 0.819
C -0.332 -0.052 3.395 -0.031
C 0.284 -0.641 4.492 -0.880
C 0.224 -2.017 4.604 -0.591
C -0.385 -2.815 3.738 -1.238
C -0.978 -2.246 2.615 -0.580
C -3.004 -1.271 0.365 0.874
C -4.372 -1.091 0.536 -0.809
C -5.316 -2.044 0.134 -0.596
C -4.950 -3.299 -0.283 -0.781
C -3.567 -3.487 -0.381 -0.650
C -2.615 -2.516 -0.144 -0.249
C 1.090 2.282 1.392 0.566
C 1.146 3.134 2.531 -0.953
C 2.055 2.958 3.521 -0.741
C 2.955 1.902 3.465 -1.207
C 2.928 1.066 2.362 -0.622
C 2.017 1.242 1.329 0.389
P 2.041 0.164 -0.116 1.602
C 1.975 -1.571 0.361 0.405
C 2.278 -2.004 1.676 -0.826
C 2.240 -3.349 1.995 -0.658
C 1.724 -4.265 1.035 -0.739
C 1.392 -3.852 -0.226 -0.532
C 1.549 -2.523 -0.594 -0.327
C 3.635 0.417 -0.903 1.181
C 4.005 1.683 -1.237 -0.508
C 5.255 1.879 -1.828 -0.570
C 6.066 0.806 -2.156 -0.887
C 5.602 -0.485 -1.854 -0.510
C 4.381 -0.733 -1.245 -0.711
H -0.084 5.106 -0.432 0.587
H -0.863 3.993 -1.679 0.344
H 0.895 4.027 -1.415 0.374
H -2.070 4.767 0.900 0.407
H -3.837 4.893 2.645 0.388
H -4.727 2.668 3.554 0.463
H -3.838 0.622 2.817 0.667
H -0.333 1.055 3.317 0.384
H 0.712 0.051 5.228 0.491
H 0.681 -2.438 5.467 0.443
H -0.423 -3.855 3.953 0.529
H -1.519 -2.859 1.920 0.604
H -4.846 -0.151 0.859 0.316
H -6.347 -1.717 0.185 0.454
H -5.716 -4.048 -0.540 0.389
H -3.262 -4.515 -0.643 0.375
H -1.569 -2.846 -0.164 0.299
H 0.462 3.935 2.596 0.557
H 2.044 3.667 4.345 0.446
H 3.634 1.791 4.282 0.485
H 3.682 0.260 2.306 0.525
H 2.466 -1.280 2.450 0.127
H 2.450 -3.665 3.056 0.404
H 1.668 -5.299 1.381 0.393
H 1.040 -4.583 -0.970 0.467
H 1.344 -2.178 -1.591 0.569
H 3.433 2.513 -0.919 0.315
H 5.559 2.878 -2.087 0.449
H 6.976 0.965 -2.634 0.510
H 6.226 -1.353 -2.166 0.347
H 4.025 -1.733 -1.009 0.371
N -0.544 -2.069 -3.976 -0.324
N -1.034 -1.158 -4.970 -0.263
C -2.020 -0.359 -4.550 0.638
N -2.489 0.519 -5.448 -0.342
N -2.430 -0.480 -3.302 -0.256
N -3.450 0.420 -3.034 0.720
O -3.165 1.319 -2.265 -0.555
O -4.492 0.289 -3.630 -0.630
H 0.420 -1.969 -3.749 0.121
H -0.728 -3.040 -4.280 0.247
H -0.335 -0.785 -5.612 0.303
H -2.021 0.631 -6.338 0.226
H -3.292 1.070 -5.231 0.155
O 3.147 1.688 -4.394 -0.658
Cl 1.940 1.035 -3.932 1.830
O 2.182 -0.358 -3.629 -0.619
O 0.904 1.139 -4.945 -0.707
O 1.391 1.716 -2.746 -0.682

---

Record 4
33
Properties=species:S:1:pos:R:3:mulliken_charge:R:1 method="wB97M-V/def2-TZVPD" molar_mass_da=398.9 lumo_ha=-0.17976 e_above_lowest_kcal_mol=23.7 charge=+1
Ba -16.010 -16.670 2.258 1.803
Cl -16.705 -20.716 2.830 1.519
O -16.007 -19.494 2.384 -0.299
O -15.978 -21.344 3.971 -0.834
O -18.111 -20.346 3.216 -0.872
O -16.745 -21.739 1.693 -0.727
O -17.193 -20.523 -0.675 -0.671
H -17.340 -20.979 0.174 0.366
H -16.869 -21.241 -1.210 0.320
O -14.292 -21.813 5.964 -0.582
H -13.984 -20.950 6.186 0.264
H -14.865 -21.762 5.224 0.508
O -14.451 -20.513 0.211 -0.606
H -14.937 -20.399 -0.588 0.319
H -14.971 -21.140 0.717 0.275
O -13.698 -17.634 0.992 -0.594
H -12.845 -17.406 1.357 0.316
H -13.710 -18.571 0.837 0.325
O -19.765 -18.641 1.693 -0.606
H -20.196 -18.060 2.303 0.307
H -19.425 -19.367 2.211 0.369
O -13.430 -22.496 3.041 -0.603
H -14.044 -21.911 3.440 0.327
H -13.788 -22.797 2.245 0.313
O -17.326 -17.888 4.380 -0.614
H -16.636 -18.211 4.999 0.318
H -17.883 -18.607 4.204 0.314
O -17.929 -20.634 6.190 -0.613
H -17.957 -20.744 5.273 0.291
H -17.009 -20.420 6.357 0.326
O -13.933 -17.885 4.027 -0.566
H -13.571 -18.737 3.752 0.301
H -13.085 -17.489 4.213 0.305

---

Record 5
62
Properties=species:S:1:pos:R:3:mulliken_charge:R:1 method="wB97M-V/def2-TZVPD" molar_mass_da=476.5 lumo_ha=0.02411 smiles="C[PH3]CC=O.Fc1ccccc1.Fc1ccccc1.Fc1ccccc1.Fc1ccccc1"
C 2.152 0.458 3.279 -1.324
P 2.196 1.507 1.692 0.724
C 2.328 2.620 0.089 -0.737
C 2.667 3.996 0.527 -0.063
O 3.750 4.301 1.009 -0.520
H 1.834 1.094 4.098 0.351
H 1.470 -0.388 3.243 0.328
H 3.171 0.158 3.514 0.464
H 1.175 2.348 2.140 -0.085
H 1.925 0.381 0.877 -0.091
H 3.520 1.912 2.001 0.016
H 1.364 2.687 -0.420 0.214
H 3.048 2.245 -0.635 0.434
H 1.873 4.765 0.461 0.337
F -0.271 -0.774 0.086 -0.345
C -0.228 -1.025 -1.242 0.684
C -1.187 -1.847 -1.797 -0.514
C -1.142 -2.098 -3.161 -0.441
C -0.143 -1.535 -3.943 -0.789
C 0.812 -0.713 -3.362 -0.580
C 0.771 -0.448 -2.001 -0.235
H -1.953 -2.281 -1.168 0.469
H -1.888 -2.738 -3.613 0.481
H -0.107 -1.739 -5.004 0.504
H 1.594 -0.277 -3.968 0.453
H 1.502 0.196 -1.530 0.303
F -0.041 2.632 3.854 -0.217
C -1.330 2.378 4.176 0.301
C -1.984 1.382 3.482 -0.160
C -3.306 1.108 3.789 -0.509
C -3.956 1.840 4.775 -0.663
C -3.275 2.836 5.464 -0.366
C -1.946 3.108 5.170 -0.589
H -1.460 0.830 2.711 0.615
H -3.828 0.328 3.258 0.387
H -4.991 1.630 5.009 0.381
H -3.780 3.406 6.232 0.365
H -1.395 3.877 5.696 0.426
F 1.976 -3.752 -3.827 -0.268
C 3.079 -3.817 -3.056 0.258
C 4.262 -4.265 -3.608 -0.495
C 5.393 -4.322 -2.807 -0.363
C 5.325 -3.942 -1.473 -0.516
C 4.123 -3.498 -0.939 -0.500
C 2.988 -3.429 -1.734 -0.133
H 4.291 -4.563 -4.648 0.422
H 6.329 -4.665 -3.225 0.359
H 6.208 -3.991 -0.852 0.379
H 4.067 -3.204 0.100 0.395
H 2.042 -3.079 -1.342 0.456
F -4.770 0.632 1.153 -0.292
C -4.432 0.667 -0.154 0.444
C -5.081 -0.170 -1.039 -0.568
C -4.722 -0.131 -2.378 -0.379
C -3.723 0.730 -2.810 -0.662
C -3.081 1.560 -1.900 -0.314
C -3.439 1.535 -0.560 -0.373
H -5.851 -0.839 -0.679 0.429
H -5.225 -0.776 -3.087 0.392
H -3.443 0.754 -3.855 0.413
H -2.299 2.228 -2.234 0.408
H -2.956 2.177 0.166 0.500